(1)
DFT (ωB97M-V with the def2-TZVPD basis set) results for a molecular structure, C13H15AgN4OS.

Computed properties:
Frontier orbital gap ... 7.44 eV
Energy relative to the best compared isomer or geometry (same formula, charge and spin) ... 9.9 kJ/mol
HOMO ... -0.264 hartree
Spin multiplicity ... 1
Net charge ... 0
E_tot ... -36567.648 eV

Last column: Löwdin charge in e.
Geometry (Å):
C 3.33542 -4.69567 -1.96518  -0.04
C -2.45426 -1.19818 0.18167  0.01
C -1.60964 1.60432 2.60691  -0.11
H -2.41424 -2.25276 0.44749  0.09
H -0.85146 -2.69469 -2.39322  0.10
C -0.87865 5.08191 1.30170  -0.06
C 0.63373 3.47632 0.40972  -0.12
H -2.32360 4.23905 2.66154  0.11
N 0.67765 -1.40722 -1.94172  0.00
N -2.29648 0.69235 1.70709  0.08
H 0.60007 -4.72524 -2.48785  0.10
H 4.33667 -4.31534 -2.15352  0.08
Ag 0.98924 0.32054 0.22287  0.57
H 0.69403 5.55709 -0.09356  0.11
C -1.47864 4.05090 2.01091  -0.02
H -0.84433 1.02991 3.12321  0.13
H -1.92792 -1.06810 -0.76702  0.07
H -3.49200 -0.88241 0.07570  0.08
C 0.21742 -2.62293 -2.20576  -0.17
C -1.70273 -0.41847 1.22184  -0.54
C -0.98026 2.76519 1.87661  -0.26
C 2.01017 -1.29288 -1.72649  -0.88
H -1.24970 6.09565 1.38807  0.11
O -0.58191 -0.76673 1.59918  -0.05
N 0.06724 2.48288 1.09402  0.06
S 2.72126 0.30874 -1.44786  0.41
N 2.84872 -2.34955 -1.71966  0.08
C 1.00837 -3.75095 -2.25644  -0.04
C 2.35662 -3.55522 -1.98681  -0.34
H 3.33686 -5.17936 -0.98582  0.08
H 3.08128 -5.45256 -2.70821  0.07
H -3.17494 0.96559 1.30085  0.14
H 1.46867 3.19784 -0.22302  0.09
H -2.31819 1.96910 3.34917  0.12
C 0.19557 4.79086 0.48360  -0.05

(2)
DFT (ωB97M-V with the def2-TZVPD basis set) results for 2 unconnected molecules or ions with the total composition C13H15B at a distorted geometry.

Computed properties:
Frontier orbital gap (spin up / spin down) ... 5.95 / 8.65 eV
Energy relative to the best compared isomer or geometry (same formula, charge and spin) ... 24.6 kJ/mol
HOMO (spin up / spin down) ... -0.211 / -0.315 hartree
Spin multiplicity ... 1
Net charge ... 0
E_tot ... -14394.426 eV

Last column: Löwdin charge in e.
Geometry (Å):
C 2.63030 -1.20207 1.05183  -0.08
C -3.63921 -0.96722 0.47538  -0.23
H 4.60509 -1.51549 1.68780  0.11
C 0.39196 2.63280 1.08997  0.11
H 0.38692 2.61560 0.03424  -0.03
H 5.52173 -0.05988 -0.18641  0.07
H -0.41076 3.01944 1.64791  -0.02
C 4.49001 -0.21954 -0.09597  -0.06
C -2.10553 -1.11017 0.77138  -0.06
C 3.94951 -1.06852 0.93242  -0.09
C -2.95804 0.37523 -1.46304  -0.08
C 2.29055 0.13800 -0.91088  -0.09
H 1.63606 0.58618 -1.59700  0.09
H -3.88055 -1.56790 -1.61391  0.13
H 4.01831 1.04250 -1.81550  0.11
H -4.25329 -1.89679 0.84577  0.14
C -1.70534 0.43556 -1.03100  -0.07
H -4.95137 -0.22191 -0.82086  0.13
C -3.92413 -0.69015 -0.91404  -0.23
H 2.22379 -2.01862 1.61588  0.11
H -1.07536 1.30758 -1.19793  0.09
C 1.71474 -0.58304 0.14226  -0.17
H -3.93309 -0.21055 1.21053  0.11
C -1.16584 -0.46656 0.06762  -0.20
B 0.28687 -0.68616 0.13375  0.07
C 3.63443 0.37270 -1.04748  -0.07
H 1.35205 2.62815 1.56052  -0.01
H -3.32987 1.09334 -2.22828  0.11
H -1.79995 -1.76250 1.65505  0.12

(3)
DFT (ωB97M-V with the def2-TZVPD basis set) results for a molecular structure, C13H15Cl5O3PdS4 at a distorted geometry.

Computed properties:
Frontier orbital gap (spin up / spin down) ... 6.54 / 6.02 eV
Energy relative to the best compared isomer or geometry (same formula, charge and spin) ... 2006.7 kJ/mol
HOMO (spin up / spin down) ... -0.258 / -0.242 hartree
Spin multiplicity ... 3
Net charge ... 0
E_tot ... -129278.548 eV

Last column: Löwdin charge in e.
Geometry (Å):
C 3.78999 -0.94844 -2.29622  -0.67
S 1.22159 -1.05573 2.00821  0.86
H 0.78182 1.20104 0.31399  -0.12
H -3.20542 -2.63476 -2.52819  0.09
Cl 5.60626 -2.63882 -3.43142  0.70
H -2.90891 -0.39810 -3.22972  0.05
C -1.28129 1.57685 -2.93268  -0.49
C 5.87665 -0.75079 -1.39558  -0.75
C 2.00075 2.42905 1.63736  -0.33
H -3.63733 -1.91243 -0.03364  0.08
H -2.31860 1.50902 -3.25595  0.07
C 5.11879 0.12772 -0.71414  -0.65
H -1.96772 2.93971 -1.42831  0.08
Cl 2.43418 -1.74870 -2.96647  0.69
S -1.48004 -2.37650 -0.91486  0.86
S -0.53714 -0.05702 -3.22519  0.84
Cl 2.05401 1.03821 0.92308  0.49
H -2.10812 -1.33045 -4.47828  0.08
H -1.61588 -3.13332 -3.09420  0.08
S -1.36302 1.04362 -0.10429  0.85
O 1.38513 -2.23893 1.20061  -0.41
H -3.65046 0.49403 0.30061  0.08
H 1.95814 3.32454 2.21432  -0.01
H -2.31752 -1.46148 1.05556  0.07
Cl 5.64747 0.79690 0.77341  0.70
C 3.71794 0.12427 -1.27306  -0.30
H 3.37722 0.82314 1.50316  -0.03
Pd 0.48810 -0.99771 -0.98742  0.23
C 5.04340 -1.42388 -2.37442  -0.74
C -1.21540 2.15564 -1.51632  -0.50
C -2.06250 -1.04800 -3.42657  -0.49
H -0.77465 2.26019 -3.61321  0.08
Cl 7.52906 -1.10038 -1.16121  0.69
O 1.12492 -1.57700 3.58636  -0.26
H -0.23764 2.60697 -1.33684  0.07
O -0.16029 -1.30465 2.89107  -0.29
C -2.15904 -2.33049 -2.59476  -0.49
C 2.61243 0.56485 -0.63723  -0.29
C -2.88333 0.07826 -0.35364  -0.48
C -2.68238 -1.38739 0.02885  -0.49
H -3.22458 0.17770 -1.38040  0.06

(4)
DFT (ωB97M-V with the def2-TZVPD basis set) results for a molecular structure, C13H15HfNO3 at a distorted geometry.

Computed properties:
Frontier orbital gap ... 5.38 eV
HOMO ... -0.854 hartree
Spin multiplicity ... 1
Net charge ... +4
E_tot ... -22603.979 eV

Last column: Löwdin charge in e.
Geometry (Å):
C -0.88820 2.83112 0.22352  0.10
H 5.07758 -1.27228 1.05960  0.12
C -3.12791 -0.98596 0.36932  -0.15
H -3.75053 -0.87967 1.26647  0.08
H -1.45820 -2.26837 1.09984  0.12
H 2.90379 -1.69022 -0.02961  0.12
C -0.55355 1.79743 -0.62483  -0.01
H 3.34255 1.00964 -1.26696  0.18
Hf -4.28393 -3.70376 2.06356  2.04
C -1.23595 0.52650 -0.58680  0.02
O -1.10271 -1.36788 -2.09112  0.30
H -2.18652 -2.78792 -0.47191  0.11
H -2.19926 3.35357 1.82246  0.16
H -3.35212 1.23938 1.91301  0.15
N 0.61218 0.31542 -1.90459  0.21
H -3.83237 -1.01136 -0.45917  0.15
C 3.58110 -0.91966 -0.39375  -0.17
C -2.28801 0.29902 0.32337  -0.10
C 0.48705 1.79532 -1.67340  -0.28
O 1.70748 -0.27034 -1.79013  0.21
O 1.05488 2.62832 -2.23498  0.36
H 4.15821 -1.30502 -1.22603  0.14
C 2.69791 0.27061 -0.78769  -0.02
H -3.02890 -3.09494 1.04657  -0.23
C -2.35837 -2.32767 0.49659  -0.07
C -2.56725 1.34902 1.17912  0.08
C -0.70572 -0.39710 -1.59385  -0.22
H 2.19467 0.66364 0.10042  0.16
C -1.89232 2.57558 1.13677  0.09
H 5.07872 0.39781 0.46284  0.10
H 3.85652 -0.12934 1.63281  0.09
H -0.39065 3.78847 0.16498  0.17
C 4.44982 -0.42932 0.77356  -0.03

(5)
DFT (ωB97M-V with the def2-TZVPD basis set) results for a molecular structure, C13H15HfNSe at a distorted geometry.

Computed properties:
Frontier orbital gap ... 7.56 eV
HOMO ... -0.266 hartree
Spin multiplicity ... 1
Net charge ... 0
E_tot ... -81866.753 eV

Last column: Löwdin charge in e.
Geometry (Å):
C 0.40080 -1.86880 5.19040  -0.09
C -0.30040 0.19920 3.43930  -0.17
H 2.09220 2.28740 -0.24240  0.10
H 1.78580 -2.05580 0.02420  0.01
C -0.42960 1.05190 -2.08250  -0.20
C -0.35960 -2.35180 -0.49360  -0.35
H -2.28880 -1.60880 0.02410  0.07
H -0.57510 1.00050 2.76590  0.07
H -2.08880 0.38180 4.62850  0.10
H -2.20640 1.84760 -0.95970  0.12
N -1.31440 -1.30630 0.02910  -0.23
Hf 0.00000 0.00000 0.00000  1.23
C 1.13790 2.01490 -0.69730  -0.23
H -0.31050 -3.19370 0.22660  0.10
C -1.15590 -0.14920 4.49100  -0.09
C -0.15140 2.37680 -0.21830  -0.21
H -1.46500 -1.44950 6.18170  0.09
C 0.90630 -0.48790 3.26280  -0.68
C 1.25530 -1.52300 4.13860  -0.14
H 0.67340 -2.66670 5.86920  0.10
C -1.12260 1.77810 -1.07230  -0.21
H -0.73590 -2.74200 -1.45990  0.10
H -0.89130 0.45530 -2.87150  0.12
H 1.39400 -1.76850 -1.72360  0.05
C 1.02970 -1.69430 -0.68890  -0.33
H -0.36350 2.97800 0.66720  0.12
C -0.80490 -1.18230 5.36680  -0.10
Se 2.09200 -0.00760 1.83250  0.64
H 1.76690 0.74140 -2.43560  0.12
C 0.96750 1.18970 -1.84520  -0.19
H 2.18870 -2.05570 4.00840  0.09

(6)
DFT (ωB97M-V with the def2-TZVPD basis set) results for a gas-phase ion, C13H15IN2O (charge +2).

Computed properties:
Frontier orbital gap ... 6.14 eV
HOMO ... -0.532 hartree
Spin multiplicity ... 1
Net charge ... +2
E_tot ... -26835.598 eV

Last column: Löwdin charge in e.
Geometry (Å):
C -0.52520 0.08655 1.27027  0.07
H -1.20544 -4.08720 -2.01265  0.05
C -3.25310 -1.71323 -0.54046  -0.09
H 0.10682 1.02979 -1.91858  0.14
C -1.45127 -0.24110 -1.27313  0.03
H -1.85116 -0.37954 -2.26476  0.17
C 3.49750 2.39803 -0.20208  0.07
N 3.60418 3.04685 0.96211  -0.09
H -3.60092 -3.74060 -0.95653  0.09
C 1.36113 1.54581 0.49202  -0.11
H -0.74384 -2.75860 -0.99565  0.02
C 1.51102 2.24622 1.68581  0.07
C -0.33305 0.54626 -1.06548  0.06
I -1.35632 -4.90505 0.49560  0.83
H 2.81592 3.56227 2.80147  0.17
C -1.63777 -0.69565 0.99139  0.04
C -2.91534 -2.98786 -1.32782  -0.26
C 0.15357 0.70831 0.23307  -0.11
H -2.15102 -1.19360 1.79716  0.16
C -1.49536 -3.52667 -1.13441  -0.66
H 4.29252 2.49830 -0.92214  0.17
C 2.37719 1.62917 -0.45948  0.06
H -0.18822 0.18778 2.28637  0.13
H 5.46633 3.30301 1.26313  0.16
N -2.07998 -0.85151 -0.25771  -0.04
H -3.94638 -1.10725 -1.11661  0.14
C 2.65331 2.99575 1.89909  0.07
H 0.74139 2.22633 2.43677  0.14
O 4.67293 3.86227 1.21339  0.13
H 2.34524 1.10102 -1.39462  0.14
H -3.12001 -2.86559 -2.38605  0.12
H -3.74465 -1.92028 0.40052  0.13

(7)
DFT (ωB97M-V with the def2-TZVPD basis set) results for a gas-phase ion, C13H15N2 (charge +1) at a distorted geometry.

Computed properties:
Frontier orbital gap (spin up / spin down) ... 4.68 / 6.29 eV
HOMO (spin up / spin down) ... -0.322 / -0.439 hartree
Spin multiplicity ... 3
Net charge ... +1
E_tot ... -16689.521 eV

Last column: Löwdin charge in e.
Geometry (Å):
C -3.17272 0.09059 -1.17939  -0.06
H 3.64040 1.30098 1.49234  0.10
H 2.25642 3.08058 1.26537  0.13
H -2.14299 1.71583 -2.09751  0.19
C 2.85013 0.65319 1.27766  -0.01
C 1.37085 2.48359 1.03946  -0.01
H -0.95588 -2.14606 -2.25193  0.04
H -0.01593 -2.72822 1.19752  0.06
C 2.20128 -1.57344 0.61602  0.03
C 1.58508 1.08936 0.86334  -0.24
C 0.62185 0.27429 0.29309  0.19
N -2.34411 1.22291 -1.22402  0.03
C -1.58863 1.74754 -0.31217  0.06
H 2.33601 -2.63169 0.48266  0.12
H 0.24286 -4.00658 -0.06543  0.12
C 1.02459 -0.99413 0.08626  -0.28
C -1.19454 2.69364 0.49678  -0.01
C -0.32637 -3.03398 0.24137  -0.02
N 0.15696 -1.88257 -0.57421  -0.23
C 3.20366 -0.71805 1.19628  0.01
H 0.00246 4.14165 1.07592  0.10
H 0.10752 -0.65198 -2.08155  0.05
C 0.18618 3.12144 0.76973  -0.05
H -2.83329 -0.54050 -0.37256  0.09
C -0.29278 -1.54517 -1.74658  -0.04
H -3.28529 -0.44313 -2.15460  0.12
H -1.44892 -3.30182 0.02220  0.12
H 4.00115 -1.21656 1.71656  0.11
H -4.26654 0.41739 -0.93046  0.14
H -1.91940 3.38092 0.85785  0.13

Among the records above, which one has the lowest E_tot? C13H15Cl5O3PdS4

Among the records above, which one has the highest net charge? C13H15HfNO3